{
  "formula": "C31H47AlBrO2P2",
  "method": "wB97M-V/def2-TZVPD",
  "species": ["H", "C", "H", "H", "C", "C", "C", "C", "H", "H", "H", "C", "H", "C", "C", "H", "H", "C", "H", "H", "H", "O", "Al", "C", "H", "C", "C", "H", "H", "H", "P", "H", "C", "H", "C", "C", "H", "H", "H", "C", "H", "H", "H", "H", "C", "C", "H", "C", "H", "H", "O", "H", "H", "C", "C", "C", "C", "H", "H", "H", "H", "H", "C", "H", "C", "Br", "C", "H", "C", "C", "H", "P", "H", "H", "C", "H", "H", "C", "H", "H", "H", "C", "H", "H"],
  "coordinates": [[-5.8431, -6.9396, -2.5909], [0.7851, 1.1848, 1.0046], [-4.0655, -1.3418, -0.1745], [-3.6851, -8.2697, -4.3126], [-3.9100, -4.5756, -4.4229], [-5.0162, -6.8559, -3.3114], [2.3447, 6.1096, -1.2669], [-3.5455, -0.7366, 0.5882], [-2.4090, -2.7964, -1.6972], [-2.0294, 2.3059, -0.3150], [-0.7198, -2.3982, -1.9569], [-2.0213, -0.6799, -2.1241], [-3.2859, -5.1724, -5.1012], [2.1693, -0.6788, 1.0199], [-0.4014, 0.7723, 3.3177], [-0.9336, -0.0750, 3.7617], [-4.3880, -9.6015, -1.0425], [-1.3329, -1.9595, 0.0237], [3.4771, 7.6529, -0.2793], [0.3825, -1.9472, 3.6600], [-3.1403, -9.0319, 0.1168], [-0.4539, 4.4680, -1.7249], [-0.6738, -0.0873, 0.3636], [0.4429, 2.6306, 0.9303], [0.1366, 6.5835, -3.7927], [-2.1939, 1.2291, -0.4135], [0.6947, 4.4270, -2.2492], [-6.1508, -4.3607, -2.5624], [-4.3194, 0.8943, -0.6057], [2.0828, 1.8648, -1.3403], [-3.9407, -5.4027, -2.7783], [0.9725, 8.9246, -3.5614], [-5.2539, -4.4293, -1.9309], [-3.4721, -3.5747, -4.3213], [1.8559, 0.4958, 0.2912], [-3.5074, 0.7480, 0.1273], [-2.1390, -1.6584, 2.0158], [-1.6154, -0.6881, -3.1489], [0.2348, 1.2161, 4.0972], [1.3691, 5.8041, -2.2178], [-1.4884, -9.4383, -3.4935], [-4.8722, -3.4229, -1.7064], [-5.5014, -4.9316, -0.9854], [-1.2463, -9.8216, -1.7662], [-4.1848, -8.1338, -3.3415], [-1.6370, -2.0358, -1.4642], [1.6963, -2.7806, 2.8025], [0.4043, 0.3196, 2.1449], [-4.1891, -0.7775, 1.4869], [-4.9306, -4.5067, -4.8231], [1.3162, 3.4772, -2.7714], [1.1589, 3.2040, 1.5380], [-0.6437, -2.7314, 0.3892], [2.6442, 1.0899, -0.8066], [-3.8328, -8.7278, -0.6768], [-1.4714, 0.5609, -1.4272], [3.3354, -1.5627, 0.7606], [4.2586, -1.1522, 1.1971], [3.5465, 1.5796, -0.4177], [2.6164, 9.4798, -1.7450], [-0.5651, 2.8199, 1.3257], [-0.7517, 1.1517, -2.0102], [1.3551, 8.1421, -2.8997], [-3.7806, 1.3818, 0.9907], [-2.2083, -1.3391, 0.9681], [3.0772, 4.7473, -0.1730], [-1.9931, -9.5854, -2.5321], [-3.1197, -0.6278, -2.2353], [1.3739, -1.8162, 3.2098], [2.7721, 7.4293, -1.0727], [-5.4310, -6.6391, -4.3053], [-2.8235, -8.0204, -2.0483], [2.0704, -1.5380, 4.0146], [3.5010, -1.6962, -0.3143], [1.3138, -0.7896, 2.1429], [-4.7961, -9.0214, -3.1241], [0.4907, 2.9992, -0.1044], [0.8958, 6.8326, -3.0551], [2.9584, 0.3280, -1.5305], [3.1792, -2.5525, 1.2044], [-2.7206, -10.4035, -2.6126], [2.2791, 8.4550, -1.8965], [-4.5266, -7.9792, -0.2786], [-1.1335, 1.5285, 3.0225]],
  "lowdin_charge": [0.076, -0.292, 0.127, 0.078, -0.315, -0.426, -0.601, -0.112, 0.112, 0.146, 0.135, -0.111, 0.043, -0.177, -0.018, 0.082, 0.040, -0.093, 0.092, 0.083, 0.034, -0.057, 0.529, -0.030, 0.119, -0.061, -0.730, 0.045, 0.153, 0.058, 0.763, 0.104, -0.327, 0.016, -0.144, -0.118, 0.149, 0.142, 0.115, -0.174, 0.034, -0.002, 0.033, 0.032, -0.447, -0.128, 0.084, -0.271, 0.140, 0.041, -0.054, 0.088, 0.158, -0.003, -0.315, -0.059, -0.004, 0.114, 0.106, 0.102, 0.087, 0.160, -0.084, 0.136, -0.052, 0.806, -0.334, 0.131, -0.012, -0.129, 0.074, 0.759, 0.111, 0.092, -0.204, 0.076, 0.057, -0.024, 0.101, 0.082, 0.041, -0.088, 0.026, 0.085],
  "total_energy_ev": -132211.185,
  "molar_mass_g_mol": 620.55,
  "lumo_ev": [-6.683, -6.793],
  "total_charge": 1,
  "max_force_ev_per_a": 4.28
}